No. 1
Density functional theory data (ωB97M-V with the def2-TZVPD basis set) for one molecule with the formula C12H15NO.

```
29
Properties=species:S:1:pos:R:3:forces:R:3:nbo_charge:R:1
C -1.34859 3.67127 -0.32230 -2.49 -1.56 -3.70 -0.2294
C -0.16711 3.29575 0.19866 1.69 -0.66 1.19 -0.2323
C 0.47443 1.92499 0.06667 -0.75 5.89 0.55 -0.1868
C -0.33519 0.99521 -0.45217 1.59 -1.75 1.20 -0.0664
C -1.53678 1.27142 -1.09955 -3.09 2.93 -0.07 -0.0594
C -2.04639 2.63935 -1.21190 0.99 1.74 0.38 -0.2119
C -2.07249 -0.10923 -1.57096 0.01 0.86 0.17 -0.0964
O -1.37545 -0.89504 -0.54127 -2.08 -3.62 -2.71 -0.5353
C -0.11379 -0.55929 -0.14278 2.37 3.27 1.45 0.2668
C -0.02908 -0.99445 1.38686 -4.61 -3.05 -0.75 -0.4366
C 1.21298 -1.62599 1.98545 -3.14 5.34 7.14 -0.1983
N 1.70765 -2.59405 1.26438 0.42 -4.93 -4.41 -0.6471
C 1.50865 -2.74166 -0.21923 -1.05 1.73 1.26 -0.2183
C 1.26348 -1.17844 -0.71918 0.36 -2.82 0.31 -0.4629
H -1.69223 4.78287 -0.32971 0.47 -2.34 0.22 0.2243
H 0.16473 4.16320 0.80450 1.22 -1.11 -0.23 0.2149
H 1.54806 1.97398 0.27440 -0.54 -1.06 0.43 0.2305
H -2.79675 3.24101 -1.98657 1.51 -2.73 2.10 0.2355
H -1.75620 0.04099 -2.64243 0.43 -1.88 0.58 0.1908
H -3.16748 -0.55965 -1.63740 2.19 1.66 0.81 0.2287
H -0.86553 -0.57532 2.16176 2.39 -0.47 -2.07 0.2508
H -0.57046 -2.11278 1.08683 0.83 2.74 1.12 0.2147
H 0.74752 -2.17794 2.97229 1.02 1.88 -1.49 0.1751
H 1.99822 -0.77305 2.45535 -1.65 -2.12 -1.42 0.1605
H 2.63258 -2.47551 1.23369 4.50 -0.09 0.75 0.3510
H 2.48965 -3.29935 -0.40816 -1.65 0.97 -1.13 0.2111
H 0.60021 -3.33624 -0.41214 0.63 -0.05 -0.19 0.1945
H 2.29337 -0.83374 -0.42581 -1.54 1.11 0.10 0.2224
H 1.23200 -1.15829 -1.76929 -0.03 0.12 -1.60 0.2094
```
Forces are in eV/Å.

As for the total energy: -16217.17335 eV. The value obtained for the relative energy (zero: lowest compared OMol25 entry of this formula, charge and spin) is 199.2 kcal/mol. For the HOMO energy, the calculation gives -8.22 eV. The SMILES is c1ccc2c(c1)COC21CCNCC1.

---

No. 2
Density functional theory data (ωB97M-V with the def2-TZVPD basis set) for one molecule with the formula C5H14N2O.

```
22
Properties=species:S:1:pos:R:3:forces:R:3:nbo_charge:R:1
C -1.87015 1.91077 0.51162 -0.23 -0.04 0.04 -0.4073
N -1.71247 0.81391 -0.41006 0.38 -1.98 0.88 -0.7813
C -0.84707 -0.65483 0.05410 -2.82 5.89 -2.12 -0.1956
C 0.54306 -0.23893 -0.14090 0.41 -4.51 1.27 0.1561
C 1.23228 0.55232 0.94763 -0.11 -0.06 -0.19 -0.6418
N 0.99321 0.05793 -1.45179 -0.01 -0.11 -0.11 -0.8567
C 0.89900 -2.07645 0.16533 2.42 1.49 -0.36 -0.0899
O 1.54205 -2.54734 -0.99125 -0.19 0.06 0.00 -0.7404
H -1.32796 2.81938 0.20216 0.03 -0.07 0.16 0.1614
H -1.52422 1.64417 1.51971 0.05 -0.03 -0.24 0.1817
H -2.92992 2.19067 0.62797 0.13 0.07 0.05 0.1738
H -1.96761 1.04780 -1.36598 0.29 -0.60 0.36 0.3603
H -1.16646 -0.75701 1.08649 0.12 -0.40 -0.13 0.2257
H -1.26622 -1.34552 -0.67213 0.19 -0.12 0.27 0.2198
H 2.31869 0.41999 0.89674 -0.15 -0.04 -0.02 0.2227
H 0.89056 0.23605 1.93526 0.05 -0.01 -0.11 0.2232
H 1.01914 1.61796 0.84425 -0.06 0.04 -0.02 0.2192
H 1.36424 0.99898 -1.53176 -0.07 -0.23 0.04 0.3876
H 0.28211 -0.08594 -2.16086 0.05 0.15 0.17 0.3824
H 0.14366 -2.81531 0.43180 -0.65 0.60 -0.13 0.1750
H 1.58988 -2.02793 1.01311 0.18 -0.07 0.06 0.1395
H 1.79420 -1.76066 -1.51145 0.00 -0.02 0.13 0.4846
```
Forces are in eV/Å.

As for the total energy: -10436.56837 eV. The value obtained for the relative energy (zero: lowest compared OMol25 entry of this formula, charge and spin) is 102.8 kcal/mol. For the HOMO energy, the calculation gives -7.57 eV. The SMILES is CNC[C@](C)(N)CO.

---

No. 3
Density functional theory data (ωB97M-V with the def2-TZVPD basis set) for a 2-piece molecular cluster, C45H43N2OP overall.

```
92
Properties=species:S:1:pos:R:3:forces:R:3:lowdin_charge:R:1
C 6.84188 -0.41360 5.26953 0.16 0.05 0.12 -0.0594
C 5.72455 -0.71659 4.30846 -0.31 -0.04 -0.24 -0.2694
C 5.22938 -2.02086 4.19817 -0.09 0.31 -0.24 -0.0106
C 4.19640 -2.33768 3.30889 -0.12 0.41 0.10 -0.1983
C 3.70592 -3.74998 3.20823 0.04 -0.52 0.14 -0.0431
C 3.63152 -1.30954 2.52871 0.37 -0.13 -0.32 -0.1963
N 2.63780 -1.60298 1.51488 -0.65 0.68 1.29 -0.2746
C 2.97589 -2.29058 0.36222 -0.14 -0.58 -1.00 -0.1731
C 1.90999 -2.80548 -0.27899 1.12 -0.13 -0.10 -0.1662
N 0.70717 -2.55630 0.36315 -1.10 0.48 0.97 -0.2718
C -0.41901 -3.44841 0.16809 0.16 -0.33 -0.33 -0.2004
C -1.47171 -3.04226 -0.67098 0.27 -0.25 0.20 -0.2002
C -1.47100 -1.64601 -1.22601 -0.30 0.26 -0.28 -0.0389
C -2.45861 -3.97088 -1.01534 0.18 -0.01 0.28 -0.0039
C -2.41916 -5.28828 -0.53807 0.31 0.31 0.04 -0.2685
C -3.48619 -6.26986 -0.93429 -0.17 -0.12 -0.08 -0.0596
C -1.36413 -5.67385 0.29699 -0.25 0.29 -0.21 -0.0098
C -0.36334 -4.76860 0.65841 -0.06 0.41 -0.21 -0.2039
C 0.77766 -5.21830 1.52008 0.19 -0.49 0.34 -0.0482
P 0.90482 -1.44711 1.69745 0.12 0.18 -0.42 0.9779
C 4.14815 -0.00603 2.59439 -0.08 -0.52 0.15 -0.2018
C 3.60467 1.02563 1.66176 0.08 0.43 -0.13 -0.0454
C 5.17339 0.28451 3.49892 -0.06 -0.33 0.12 -0.0048
H 7.11370 0.64768 5.22104 -0.02 -0.24 0.09 0.0732
H 6.54910 -0.65722 6.30149 0.09 0.11 -0.26 0.0836
H 7.73857 -1.00702 5.03693 -0.24 0.16 0.05 0.0836
H 5.67416 -2.80983 4.81126 -0.17 0.18 -0.20 0.1207
H 3.52337 -4.05062 2.16988 -0.04 0.08 0.26 0.0614
H 4.45413 -4.42962 3.63671 -0.14 0.12 -0.15 0.0806
H 2.78436 -3.91715 3.78626 0.13 0.20 -0.24 0.0857
H 4.01814 -2.39442 0.08817 -0.14 0.09 -0.06 0.1225
H 1.92179 -3.42377 -1.16613 0.02 0.14 0.00 0.1218
H -2.42509 -1.43463 -1.71956 0.11 0.00 0.06 0.0732
H -1.33202 -0.88796 -0.44345 0.08 -0.17 -0.18 0.0604
H -0.68363 -1.50854 -1.98341 -0.10 -0.03 0.32 0.0938
H -3.26902 -3.65712 -1.67852 0.20 -0.10 0.19 0.1218
H -3.29386 -7.24999 -0.48115 -0.14 0.20 -0.13 0.0735
H -4.47867 -5.91873 -0.61764 0.24 -0.14 -0.03 0.0837
H -3.52529 -6.39418 -2.02597 0.04 0.01 0.26 0.0833
H -1.31666 -6.70712 0.65664 0.00 0.38 -0.07 0.1151
H 0.58429 -6.23846 1.87565 0.04 0.18 -0.07 0.0782
H 1.72545 -5.25610 0.96044 -0.25 0.22 0.23 0.0803
H 0.90428 -4.59676 2.41928 0.04 0.00 -0.42 0.0685
H 0.53332 -0.03525 1.09042 0.73 -1.33 0.07 -0.0712
H 4.17552 1.95020 1.76642 -0.06 -0.03 -0.08 0.0669
H 3.65901 0.70645 0.61109 -0.07 0.00 0.30 0.0954
H 2.56120 1.26742 1.88806 0.13 -0.13 -0.14 0.0491
H 5.55595 1.30667 3.56527 -0.07 -0.30 -0.06 0.1142
O -3.76922 1.00308 -3.02525 0.82 1.70 0.98 0.0329
C -3.18365 1.89804 -2.37426 -0.99 -1.53 -0.75 -0.2496
C -3.82936 2.56663 -1.20783 1.05 -0.12 0.87 -0.0713
C -5.29105 2.71997 -1.13280 -1.25 0.36 0.34 -0.1604
C -5.87251 3.77454 -0.38241 0.02 -0.24 -0.45 -0.0349
C -7.26117 3.95279 -0.34013 0.17 -0.24 -0.04 -0.0886
C -8.12143 3.06348 -1.00056 0.55 -0.08 0.05 -0.0927
C -7.56402 1.99782 -1.71303 0.03 0.31 0.23 -0.0787
C -6.17877 1.83572 -1.77704 0.11 -0.07 -0.23 -0.0204
C -2.99146 2.86113 -0.15643 -1.12 -0.82 -0.18 0.0347
C -1.55831 2.72890 -0.25376 1.21 0.35 2.00 -0.1987
C -0.70570 2.79725 0.88772 -2.85 0.67 -1.99 0.0300
C 0.49254 3.55314 0.93391 2.29 0.79 0.29 -0.2126
C 0.95296 4.43225 -0.10345 -0.27 -0.58 0.29 -0.0234
C 2.21633 5.01016 -0.04993 0.12 -0.01 0.19 -0.0739
C 3.03406 4.83090 1.07633 -0.49 -0.16 0.05 -0.0734
C 2.52677 4.12014 2.17725 0.42 0.45 -0.03 -0.1066
C 1.28266 3.51326 2.12115 -0.35 -0.11 -0.62 -0.0513
C -1.00919 2.59214 -1.55951 0.09 0.09 -1.58 0.0042
C -1.77567 2.24256 -2.64438 0.45 0.31 1.22 -0.0805
C -1.15970 2.02007 -3.95149 0.94 -0.02 -0.96 -0.1614
C -0.00921 2.76556 -4.31233 -0.22 -0.34 -0.14 -0.0354
C 0.70419 2.47174 -5.47774 -0.26 -0.11 0.07 -0.0865
C 0.28450 1.43467 -6.32386 -0.23 0.11 0.36 -0.0917
C -0.88090 0.72868 -6.00192 0.31 0.37 -0.08 -0.0782
C -1.60114 1.03444 -4.84888 -0.06 -0.12 0.05 -0.0195
H -5.21164 4.48419 0.12139 -0.28 -0.14 -0.15 0.1067
H -7.68007 4.79708 0.20801 0.15 -0.21 -0.09 0.0993
H -9.20315 3.19147 -0.95061 0.31 0.03 -0.03 0.0998
H -8.21411 1.28812 -2.22916 0.24 0.20 0.15 0.1038
H -5.76019 1.01953 -2.36213 -0.20 0.24 0.25 0.0989
H -3.40739 3.22334 0.79413 0.13 -0.31 -0.41 0.1273
H -1.12040 2.45597 1.83148 -0.07 0.26 0.08 0.1209
H 0.29703 4.66127 -0.94891 0.30 -0.16 0.34 0.1117
H 2.57303 5.61460 -0.89308 -0.22 -0.21 0.42 0.1099
H 4.03040 5.28040 1.10749 -0.38 -0.18 0.04 0.1068
H 3.13447 4.04353 3.08715 -0.32 0.01 -0.37 0.1132
H 0.88950 2.97899 2.99022 0.21 0.03 -0.29 0.1201
H 0.07008 2.70996 -1.68242 -0.40 -0.39 0.03 0.1140
H 0.31424 3.58808 -3.66916 -0.04 -0.26 -0.23 0.1056
H 1.58887 3.05894 -5.72956 -0.25 -0.16 0.07 0.1001
H 0.84786 1.19338 -7.22746 -0.17 0.09 0.29 0.0997
H -1.23209 -0.06695 -6.65875 0.06 0.20 0.16 0.1025
H -2.51612 0.49818 -4.61185 0.37 0.04 -0.10 0.0986
```
Forces are in eV/Å.

As for the total energy: -61678.01246 eV. The value obtained for the relative energy (zero: lowest compared OMol25 entry of this formula, charge and spin) is 18.5 kcal/mol. For the HOMO energy, the calculation gives -6.90 eV. The SMILES is Cc1cc(C)c(N2C=CN(c3c(C)cc(C)cc3C)P2)c(C)c1.O=C1C(c2ccccc2)=CC(=Cc2ccccc2)C=C1c1ccccc1.

---

> The lowest relative energy (zero: lowest compared OMol25 entry of this formula, charge and spin) belongs to which entry?

C45H43N2OP

---

> Which formula does entry 3 have?

C45H43N2OP